1.
This record from OMol25 describes a 11-piece molecular cluster, C36H51F3NO31 overall at a distorted geometry. The level of theory is wB97M-V/def2-TZVPD.

Geometry as ORCA input:
```
! RIJCOSX wB97M-V def2-TZVPD def2/J DEFGRID3
* xyz 1 1
F -3.72 -3.45 1.05
C -2.43 -3.71 0.29
F -2.55 -2.93 -0.96
F -2.44 -5.15 -0.05
O -1.35 -3.28 1.19
C -0.05 -3.21 0.51
C 0.70 -4.65 0.27
C 1.19 -4.95 -1.30
C 1.70 -6.52 -1.03
C 2.64 -6.17 0.31
N 2.00 -4.96 1.01
H -0.05 -2.65 -0.52
H 0.67 -2.58 1.23
H -0.02 -5.46 0.74
H 2.18 -4.32 -1.57
H 0.43 -4.75 -2.16
H 0.78 -7.09 -0.54
H 2.22 -7.08 -1.92
H 2.81 -7.04 1.08
H 3.72 -5.75 0.07
H 1.77 -5.40 1.95
H 2.67 -4.17 1.16
C -6.73 -4.45 1.97
C -7.72 -3.38 2.29
O -8.77 -4.09 2.91
C -8.23 -5.24 3.42
O -8.82 -6.00 4.16
O -6.95 -5.42 2.98
H -5.69 -4.09 2.01
H -6.91 -4.91 0.99
H -7.32 -2.64 3.00
H -8.07 -2.86 1.40
C 5.84 -1.84 -2.52
C 4.85 -0.77 -2.20
O 3.79 -1.48 -1.58
C 4.33 -2.63 -1.07
O 3.74 -3.40 -0.33
O 5.61 -2.81 -1.51
H 6.87 -1.48 -2.48
H 5.66 -2.30 -3.50
H 5.24 -0.04 -1.49
H 4.49 -0.26 -3.09
C 4.12 2.89 1.30
C 5.55 3.31 1.35
O 6.06 2.88 0.10
C 5.00 2.81 -0.75
O 5.10 2.64 -1.96
O 3.82 2.95 -0.09
H 3.47 3.57 1.86
H 3.96 1.87 1.65
H 5.67 4.39 1.44
H 6.09 2.82 2.18
C 2.45 6.33 -0.38
C 1.69 7.07 0.67
O 2.35 6.70 1.87
C 3.62 6.32 1.52
O 4.51 6.10 2.32
O 3.75 6.22 0.17
H 2.47 6.87 -1.33
H 2.05 5.32 -0.56
H 1.76 8.16 0.55
H 0.64 6.78 0.71
C -7.60 -3.41 -1.99
C -7.92 -2.23 -2.86
O -9.15 -1.76 -2.34
C -9.21 -2.19 -1.04
O -10.05 -1.82 -0.23
O -8.21 -3.07 -0.76
H -6.52 -3.55 -1.87
H -8.04 -4.34 -2.37
H -7.17 -1.44 -2.78
H -8.03 -2.51 -3.91
C -3.75 0.38 1.95
C -4.61 -0.62 1.26
O -5.70 0.15 0.80
C -5.26 1.44 0.69
O -5.89 2.34 0.17
O -4.03 1.58 1.26
H -2.69 0.13 1.89
H -4.02 0.51 3.01
H -4.11 -1.08 0.40
H -4.96 -1.41 1.93
C -5.06 3.83 -2.39
C -3.63 4.24 -2.34
O -3.12 3.82 -3.59
C -4.18 3.75 -4.44
O -4.08 3.58 -5.65
O -5.36 3.89 -3.78
H -5.71 4.51 -1.83
H -5.22 2.81 -2.04
H -3.51 5.33 -2.25
H -3.09 3.76 -1.51
C 10.40 4.08 0.11
C 9.92 3.58 -1.21
O 9.62 2.22 -0.96
C 9.39 2.11 0.39
O 8.94 1.12 0.93
O 9.72 3.27 1.04
H 10.16 5.14 0.27
H 11.48 3.94 0.24
H 9.00 4.09 -1.54
H 10.67 3.67 -2.00
C 10.27 -0.27 3.62
C 9.51 0.47 4.68
O 10.17 0.10 5.87
C 11.44 -0.28 5.53
O 12.33 -0.50 6.33
O 11.57 -0.37 4.17
H 10.30 0.27 2.67
H 9.87 -1.27 3.45
H 9.58 1.56 4.56
H 8.46 0.19 4.71
C -10.28 1.84 -1.91
C -8.85 2.25 -1.85
O -8.34 1.83 -3.10
C -9.40 1.75 -3.96
O -9.30 1.58 -5.17
O -10.58 1.89 -3.30
H -10.93 2.52 -1.35
H -10.44 0.82 -1.56
H -8.73 3.34 -1.77
H -8.31 1.77 -1.03
*
```

Computed properties:
E_tot	-111264.019	eV
gap between HOMO and LUMO	8.748	eV
E_LUMO	-0.1145	hartree

---

2.
This record from OMol25 describes a 9-piece molecular cluster, C36H51F8N2O25 overall. The level of theory is wB97M-V/def2-TZVPD.

Geometry as ORCA input:
```
! RIJCOSX wB97M-V def2-TZVPD def2/J DEFGRID3
* xyz -1 1
C 1.73 5.22 3.45
C 0.93 4.57 4.57
C 1.40 3.13 4.89
C 2.11 2.37 3.77
N 2.37 0.99 4.15
N 2.07 0.06 3.08
C 1.44 -1.09 3.66
C 0.32 -1.66 2.77
C -0.83 -0.68 2.53
C -0.74 0.27 1.32
C -0.22 -0.36 0.03
C 1.29 -0.20 -0.19
C 1.61 -0.61 -1.62
O 3.00 -0.78 -1.90
C 3.55 -1.98 -1.38
H 2.80 5.13 3.68
H 1.53 6.29 3.32
H 1.53 4.73 2.49
H -0.14 4.58 4.33
H 1.05 5.19 5.47
H 0.54 2.50 5.12
H 2.05 3.15 5.77
H 1.47 2.33 2.88
H 3.04 2.90 3.47
H 3.37 0.93 4.36
H 0.99 -0.84 4.64
H 2.12 -1.96 3.87
H -0.07 -2.55 3.29
H 0.74 -2.04 1.83
H -0.87 -0.06 3.44
H -1.78 -1.23 2.47
H -1.76 0.63 1.12
H -0.15 1.16 1.58
H -0.46 -1.43 0.03
H -0.74 0.09 -0.83
H 1.60 0.83 0.00
H 1.85 -0.85 0.48
H 1.09 -1.56 -1.84
H 1.26 0.14 -2.33
H 2.81 -2.79 -1.39
H 4.39 -2.25 -2.03
H 3.92 -1.86 -0.36
C 4.03 3.25 0.25
C 5.14 3.45 1.26
O 5.17 4.86 1.41
C 3.92 5.33 1.12
O 3.50 6.40 1.43
O 3.19 4.37 0.51
F 6.35 3.04 0.80
H 4.43 3.32 -0.76
H 3.47 2.32 0.39
H 4.96 3.00 2.23
C -3.04 -1.98 -4.13
C -1.74 -1.26 -3.80
O -1.37 -1.85 -2.58
C -1.90 -3.11 -2.53
O -1.59 -3.95 -1.76
O -2.84 -3.25 -3.51
F -1.92 0.07 -3.63
H -3.88 -1.47 -3.66
H -3.22 -2.11 -5.19
H -0.94 -1.41 -4.53
C 2.88 -1.12 -4.99
C 3.26 -2.57 -5.25
O 2.02 -3.14 -5.64
C 1.26 -2.17 -6.18
O 0.30 -2.38 -6.86
O 1.76 -0.96 -5.90
F 3.70 -3.17 -4.13
H 2.55 -1.00 -3.96
H 3.66 -0.41 -5.23
H 3.97 -2.72 -6.06
C 4.93 -5.46 -9.72
C 4.07 -5.62 -8.48
O 4.68 -4.70 -7.58
C 5.28 -3.73 -8.31
O 5.64 -2.68 -7.87
O 5.37 -4.10 -9.61
F 4.14 -6.86 -7.95
H 5.80 -6.13 -9.66
H 4.40 -5.61 -10.65
H 3.02 -5.35 -8.61
C -0.94 -3.64 -9.34
C -1.32 -3.52 -10.81
O -0.23 -4.15 -11.45
C 0.33 -5.04 -10.59
O 1.13 -5.86 -10.89
O -0.15 -4.84 -9.34
F -1.40 -2.24 -11.23
H -0.31 -2.81 -9.03
H -1.78 -3.74 -8.67
H -2.24 -4.04 -11.09
C -1.90 0.54 6.72
C -3.31 0.37 6.21
O -3.43 1.43 5.30
C -2.17 1.73 4.83
O -1.97 2.40 3.88
O -1.25 1.14 5.60
F -4.25 0.52 7.19
H -1.88 1.23 7.57
H -1.40 -0.39 6.98
H -3.51 -0.57 5.69
C -4.38 5.55 2.54
C -5.28 4.53 3.20
O -6.00 4.02 2.09
C -5.23 4.17 0.97
O -5.45 3.66 -0.07
O -4.20 5.00 1.24
F -6.16 5.08 4.07
H -4.89 6.51 2.46
H -3.42 5.68 3.04
H -4.76 3.71 3.69
C -6.20 0.99 9.71
C -7.44 0.40 10.36
O -6.89 -0.60 11.19
C -5.61 -0.23 11.51
O -4.96 -0.73 12.37
O -5.21 0.78 10.71
F -8.28 -0.17 9.47
H -5.94 0.44 8.81
H -6.28 2.05 9.48
H -8.01 1.10 10.97
*
```

Computed properties:
E_tot	-114066.078	eV
gap between HOMO and LUMO	3.547	eV
E_LUMO	0.0571	hartree

---

3.
This record from OMol25 describes a 3-piece molecular cluster, C36H52N5O5S overall. The level of theory is wB97M-V/def2-TZVPD.

Geometry as ORCA input:
```
! RIJCOSX wB97M-V def2-TZVPD def2/J DEFGRID3
* xyz 1 1
N -3.02 -8.52 -7.40
C -2.94 -7.61 -6.71
O -2.85 -6.49 -6.03
C -1.64 -5.87 -6.12
N -0.82 -6.08 -7.14
C 0.38 -5.46 -7.24
C 0.78 -4.55 -6.31
C 2.10 -3.84 -6.42
C 3.13 -4.47 -5.50
C 4.06 -3.67 -4.86
C 5.00 -4.22 -4.01
C 5.04 -5.58 -3.79
C 4.12 -6.39 -4.43
C 3.18 -5.84 -5.28
C -0.09 -4.29 -5.23
C 0.29 -3.30 -4.15
O 0.68 -3.68 -3.09
O 0.09 -2.05 -4.55
C 1.03 -1.07 -4.02
C 0.37 -0.20 -2.96
C 1.11 1.12 -2.76
C 0.25 2.19 -2.09
C 0.17 1.98 -0.56
C 1.27 2.75 0.16
C 1.02 2.86 1.66
S 2.58 3.34 2.43
C 2.31 3.28 4.15
N 3.09 3.91 4.95
N 2.62 3.60 6.22
C 1.62 2.83 6.08
O 1.34 2.57 4.76
C -1.28 -4.96 -5.14
O -2.17 -4.73 -4.10
C -2.01 -5.61 -3.13
N -1.91 -6.41 -2.31
H -1.09 -6.74 -7.87
H 0.98 -5.71 -8.10
H 1.96 -2.79 -6.15
H 2.45 -3.92 -7.45
H 4.04 -2.60 -5.03
H 5.72 -3.58 -3.51
H 5.78 -6.03 -3.14
H 4.13 -7.46 -4.28
H 2.49 -6.52 -5.77
H 1.90 -1.58 -3.62
H 1.35 -0.44 -4.85
H -0.65 -0.02 -3.28
H 0.35 -0.75 -2.01
H 1.50 1.49 -3.72
H 1.98 0.95 -2.13
H -0.75 2.19 -2.53
H 0.73 3.15 -2.27
H 0.27 0.91 -0.35
H -0.80 2.34 -0.21
H 1.38 3.76 -0.25
H 2.23 2.25 0.01
H 0.24 3.60 1.85
H 0.68 1.90 2.07
H 1.08 2.42 6.92
C -1.82 -2.88 9.48
C -0.55 -2.18 9.02
C -0.71 -0.67 8.87
C -1.75 -0.23 7.83
C -1.49 -0.76 6.41
C -0.17 -0.28 5.82
H -2.63 -2.77 8.76
H -1.64 -3.95 9.61
H -2.16 -2.48 10.44
H -0.21 -2.61 8.08
H 0.24 -2.37 9.75
H 0.26 -0.23 8.63
H -1.00 -0.24 9.84
H -1.77 0.86 7.80
H -2.74 -0.54 8.15
H -2.31 -0.43 5.77
H -1.52 -1.85 6.41
H -0.13 0.81 5.78
H -0.06 -0.65 4.80
H 0.68 -0.63 6.39
C -4.35 7.00 -1.05
C -2.97 7.61 -0.85
C -1.84 6.59 -0.95
C -1.88 5.48 0.10
C -1.87 5.95 1.55
C -0.60 6.73 1.92
H -4.59 6.26 -0.28
H -5.13 7.77 -1.01
H -4.43 6.51 -2.02
H -2.93 8.12 0.12
H -2.81 8.38 -1.60
H -0.88 7.12 -0.88
H -1.86 6.13 -1.94
H -1.02 4.82 -0.07
H -2.77 4.86 -0.06
H -1.95 5.08 2.20
H -2.75 6.57 1.76
H 0.28 6.11 1.75
H -0.61 7.00 2.97
H -0.50 7.64 1.34
*
```

Computed properties:
E_tot	-66688.452	eV
gap between HOMO and LUMO	4.947	eV
E_LUMO	-0.1936	hartree

---

4.
This record from OMol25 describes a 10-piece molecular cluster, C36H52O30 overall at a distorted geometry. The level of theory is wB97M-V/def2-TZVPD.

Geometry as ORCA input:
```
! RIJCOSX wB97M-V def2-TZVPD def2/J DEFGRID3
* xyz 0 1
C -6.33 -0.59 0.16
C -5.06 -0.68 0.98
O -4.98 -2.08 1.24
C -5.69 -2.77 0.31
O -5.70 -3.95 0.20
O -6.41 -1.90 -0.42
H -6.29 0.17 -0.62
H -7.26 -0.52 0.72
H -4.95 -0.13 1.91
H -4.20 -0.40 0.35
C 6.34 2.51 -0.02
C 5.84 2.68 1.38
O 6.77 1.77 2.04
C 7.37 0.95 1.14
O 8.13 0.09 1.44
O 6.99 1.25 -0.11
H 7.19 3.20 -0.18
H 5.72 2.84 -0.86
H 4.87 2.18 1.51
H 5.81 3.68 1.79
C 0.98 -0.78 5.23
C -0.12 -1.33 6.14
O -1.33 -0.79 5.58
C -1.05 -0.09 4.46
O -1.85 0.47 3.77
O 0.27 -0.11 4.21
H 1.63 -1.55 4.81
H 1.63 -0.05 5.72
H -0.01 -1.01 7.18
H -0.17 -2.41 6.08
C -2.40 4.22 -2.18
C -3.36 3.00 -2.32
O -4.14 3.04 -1.14
C -3.87 4.13 -0.43
O -4.37 4.42 0.61
O -2.91 4.86 -1.02
H -2.27 4.91 -3.01
H -1.41 3.83 -1.93
H -2.78 2.08 -2.44
H -4.02 2.94 -3.19
C -0.49 -5.27 -4.08
C 0.37 -4.00 -4.23
C -0.26 -2.96 -5.17
O -0.43 -1.79 -4.35
C 0.28 -1.99 -3.22
O 0.57 -1.12 -2.45
O 0.45 -3.28 -2.98
H -0.10 -5.77 -3.19
H -0.38 -5.90 -4.96
H -1.53 -4.98 -3.94
H 1.37 -4.29 -4.53
H -1.21 -3.26 -5.58
H 0.46 -2.88 -5.99
C -1.74 -2.94 -0.06
C -1.99 -2.78 1.43
C -2.54 -4.03 2.16
O -1.72 -4.15 3.32
C -0.54 -3.55 3.06
O 0.46 -3.67 3.70
O -0.69 -2.67 2.08
H -2.62 -2.69 -0.64
H -1.49 -3.98 -0.32
H -0.87 -2.36 -0.37
H -2.37 -1.79 1.69
H -2.36 -4.90 1.53
H -3.59 -3.96 2.44
C -5.86 -3.31 -4.95
C -4.43 -2.77 -4.62
C -3.97 -1.55 -5.43
O -3.57 -0.63 -4.44
C -3.83 -1.12 -3.18
O -3.60 -0.58 -2.15
O -4.42 -2.32 -3.29
H -6.56 -2.68 -4.41
H -5.87 -4.35 -4.62
H -6.01 -3.40 -6.02
H -3.75 -3.61 -4.74
H -4.78 -1.15 -6.05
H -3.11 -1.79 -6.06
C -1.50 0.58 -0.26
C -0.39 0.96 0.71
C 0.78 -0.07 0.68
O 1.90 0.76 0.73
C 1.62 2.00 0.33
O 2.40 2.89 0.25
O 0.28 2.12 0.20
H -1.03 0.37 -1.22
H -2.24 1.36 -0.45
H -2.10 -0.26 0.09
H -0.68 0.99 1.76
H 0.73 -0.81 -0.12
H 0.64 -0.61 1.62
C 4.45 -2.78 4.00
C 5.04 -1.39 3.92
C 4.22 -0.43 3.03
O 4.27 0.83 3.70
C 4.68 0.60 4.97
O 4.71 1.39 5.86
O 4.81 -0.73 5.17
H 4.63 -3.33 3.07
H 3.36 -2.75 3.98
H 4.84 -3.42 4.79
H 6.08 -1.38 3.58
H 3.19 -0.78 2.91
H 4.81 -0.30 2.12
C 2.63 7.46 -1.85
C 3.36 7.10 -0.58
C 3.23 5.67 -0.13
O 4.56 5.44 0.35
C 5.44 6.30 -0.19
O 6.62 6.24 -0.03
O 4.76 7.31 -0.78
H 2.95 8.40 -2.31
H 1.54 7.43 -1.78
H 2.86 6.75 -2.66
H 3.15 7.78 0.26
H 2.99 4.96 -0.92
H 2.56 5.48 0.71
*
```

Computed properties:
energy above the lowest of the compared OMol25 structures with the same formula, charge and spin	0.459	eV
E_tot	-99601.620	eV
gap between HOMO and LUMO	10.236	eV
structure (SMILES)	C[C@H]1COC(=O)O1.C[C@H]1COC(=O)O1.C[C@H]1COC(=O)O1.C[C@H]1COC(=O)O1.C[C@H]1COC(=O)O1.C[C@H]1COC(=O)O1.O=C1OCCO1.O=C1OCCO1.O=C1OCCO1.O=C1OCCO1
E_LUMO	-0.0067	hartree